No. 1
C36H41BBiN12O4SeSi | the ωB97M-V functional and the def2-TZVPD basis

Atoms and positions in Å:
Bi 0.23311 0.55124 0.54285
Se -0.74016 2.72615 -0.48362
Si -2.25977 4.59860 -0.27333
O 4.06200 0.75276 -5.82541
O 5.43901 1.97315 -4.46296
O 3.67430 3.08372 0.16396
O 2.03597 1.79079 0.93919
N 1.12168 -1.96530 2.61198
N -1.47294 -2.57477 -4.12129
N 1.63680 0.75151 -1.51763
N 0.06831 0.96198 2.83454
N 1.58974 -1.28183 1.53080
N -0.64069 -2.45078 4.40388
N -0.27181 -3.75373 4.47900
N -1.65117 -0.36914 -3.36164
N -1.39122 -1.67494 2.20248
N -0.70116 -2.53063 -1.89939
N -1.78404 -0.68124 1.37095
N -0.07593 -0.08515 3.68980
C -3.10514 -2.45077 1.04678
C -3.95735 3.91714 -0.73792
C 2.83145 2.22919 0.00360
C 0.59558 -4.34098 -1.01588
C -0.95811 -5.77657 5.69986
C -1.52626 5.79751 -1.52939
C -2.03957 -1.30538 -4.21063
C -2.18313 -2.74883 2.02406
C 2.29684 0.30629 -3.74217
C -0.76738 -3.15586 -3.06850
C 2.84932 -1.66127 1.31454
C 2.66951 1.57376 -1.35673
C 0.31627 2.06148 3.56304
C 0.52940 -4.99227 -2.24367
C -1.69140 -2.21923 5.23508
C -2.81022 -1.13841 0.65159
C 3.71134 -1.10267 0.23464
C -1.98206 -3.38613 5.88752
C -2.23336 5.40432 1.43144
C -2.17260 0.84675 -3.45652
C -3.13212 1.19234 -4.38874
C 1.43183 0.12616 -2.67380
C 4.44984 1.31915 -4.79729
C -3.47321 -0.31436 -0.39625
C 0.10060 0.35011 4.94461
C 3.57925 1.80952 -2.37859
C -0.04205 -3.12239 -0.90625
C 3.38452 1.14891 -3.58108
C -1.05845 -4.32391 5.37336
C 3.20708 -2.61355 2.27378
C -0.16551 -4.40582 -3.28117
C -2.97160 -1.04504 -5.22629
C 0.34040 1.70511 4.91420
C 2.09877 -2.76475 3.07819
C 0.52425 3.42287 3.00077
C -3.52896 0.21562 -5.29894
B -0.23773 -1.56172 3.23433
H -0.24494 -4.88864 -4.24704
H -4.55370 -0.31181 -0.25043
H -1.78813 1.55883 -2.72789
H -1.51084 5.36608 -2.53083
H -3.11127 0.71326 -0.37523
H -0.32430 3.72944 2.39247
H 2.13160 -0.19473 -4.68554
H -3.88359 -3.08859 0.66526
H -1.23752 5.78944 1.65324
H -4.68471 4.72673 -0.82387
H 0.52768 2.35268 5.75249
H -1.63852 -3.17455 -4.90945
H -3.55420 2.18767 -4.41141
H 4.40997 2.48235 -2.22587
H -2.15702 -1.24814 5.28883
H -0.49502 6.02431 -1.25385
H 4.62926 -1.68196 0.16899
H -2.74367 -3.55760 6.62914
H -1.73193 -6.33504 5.17014
H 0.04372 -0.32579 5.78036
H 3.97528 -0.06902 0.45946
H -4.26991 0.44484 -6.05350
H 1.02024 -5.94622 -2.38335
H -3.26615 -0.73667 -1.37960
H -2.92573 6.24946 1.42444
H -1.09965 -5.94163 6.76707
H 1.12019 -4.76561 -0.17107
H 1.92832 -3.40051 3.92440
H 1.41146 3.43888 2.37034
H -2.53322 4.72869 2.23255
H 0.55160 -0.49730 -2.73288
H -4.31861 3.21411 0.01378
H 0.01087 -6.16977 5.39905
H -2.04429 -3.65199 2.59630
H -3.90752 3.39374 -1.69370
H 3.21324 -1.12866 -0.73443
H 4.15816 -3.10932 2.35804
H -2.09020 6.73072 -1.55646
H -3.24723 -1.82721 -5.92240
H -0.03942 -2.58208 0.03420
H 0.65373 4.13521 3.81312

Its HOMO energy (alpha / beta) is -0.2636 / -0.2631 Ha. The lowest unoccupied orbital energy (alpha / beta) comes out at -0.3 / -4.0 eV. Its spin multiplicity is 2. The frontier orbital gap (alpha / beta) comes out at 6.899 / 3.142 eV.

Atom charges from the Löwdin analysis, given in e for atoms 1 to 8:
1 Bi 1.6480
2 Se 0.4811
3 Si 0.3234
4 O -0.0371
5 O -0.0215
6 O 0.1015
7 O -0.2715
8 N 0.0252

No. 2
C36H41BrFN8O12V | the ωB97M-V functional and the def2-TZVPD basis

Atoms and positions in Å:
Br 0.30885 -1.86011 -4.83278
V -0.30616 -1.29976 -1.13953
F 7.10022 2.95973 -0.29916
O 5.57616 5.09835 0.60572
O 1.04195 -0.20216 -0.74662
O -3.77024 3.55158 -5.05414
O 1.90827 2.40096 0.86720
O -0.78792 2.32441 3.40528
O -0.09755 -3.65612 -0.52422
O -2.16477 -2.71566 0.85200
O 2.54369 0.75185 -2.08755
O -4.21803 3.28845 -2.83601
O 0.33731 -1.71374 1.17281
O -1.56896 -2.19513 -2.00123
O -3.29099 -2.34994 -3.42390
N -0.96147 0.08315 -2.50974
N -1.64175 -0.07985 0.01835
N -0.05785 -1.11920 3.32343
N 3.76803 3.72690 0.79346
N 1.33436 -2.30076 -2.27278
N 3.89808 1.46265 0.32293
N -1.32973 4.07797 2.06093
N -0.78219 -5.80800 -0.43231
C -2.10571 -0.25457 -3.13671
C 3.63220 -3.57499 -3.18030
C 5.11053 3.99730 0.49275
C 3.10756 2.53342 0.67837
C 1.55605 -2.47024 -3.57183
C -0.91634 -4.50527 -0.16685
C -1.28990 2.77299 2.37654
C -1.02038 -0.91014 4.40143
C 0.81546 5.04352 2.91030
C -3.85082 0.68510 0.49649
C -0.78940 4.88293 -0.24748
C -1.85947 4.60576 0.79758
C -2.92889 0.64881 -3.74323
C -0.41023 -1.66382 2.16032
C 2.25929 -2.77677 -1.41351
C -3.64574 3.07515 -3.93250
C 0.34352 -6.28972 -1.22092
C -0.70143 5.01372 3.00097
C 1.27155 -0.55157 3.50038
C -2.43070 -1.68419 -2.95832
C 3.18061 0.21746 0.17583
C -1.34768 2.33352 -3.14757
C 2.69267 -3.10384 -4.06911
C -1.82351 -2.23586 2.11510
C -2.16145 -4.08874 0.60979
C -1.15007 0.89500 0.79694
C -2.97214 -0.17944 -0.12176
C -2.60559 2.01568 -3.66121
C 2.25451 0.29580 -1.02376
C -0.56427 1.36323 -2.57113
C -1.96720 1.79790 1.45086
C 5.82557 2.80192 0.03289
C -3.34202 1.69298 1.29812
C -1.76251 -6.79102 0.01546
C 3.40990 -3.40807 -1.81697
C 5.22373 1.61673 -0.04904
H 1.93121 -0.97409 2.75507
H 2.81522 -3.20797 -5.13652
H -4.91252 0.57209 0.33158
H -1.01194 3.36192 -3.13785
H 3.88559 -0.60354 0.04900
H -3.85445 0.31911 -4.19725
H -1.80557 -0.21693 4.09801
H 4.11130 -3.76821 -1.07797
H -2.52834 -1.43732 2.36279
H 3.20901 4.51929 1.07540
H 0.38285 1.59869 -2.11366
H 1.21460 5.76112 3.62840
H -0.19747 3.98385 -0.43829
H 2.03458 -2.64345 -0.36225
H 2.57864 0.03779 1.05899
H -0.07477 0.96446 0.88882
H -4.00380 2.39698 1.78719
H -1.12258 5.99825 2.79640
H -1.93905 -3.00558 2.88550
H -2.24490 -4.67191 1.53307
H -1.00314 4.72349 4.00578
H 1.64025 -0.81355 4.49048
H -2.76310 -6.55810 -0.34985
H -0.02073 -6.78640 -2.12093
H 0.96686 -5.44790 -1.50219
H -3.33763 -0.98870 -0.73317
H -1.48082 -7.75911 -0.38888
H 0.93445 -6.99892 -0.64008
H -1.45125 -1.85100 4.74475
H -1.78292 -6.87683 1.10286
H -3.04343 -4.30661 0.00348
H -0.49692 -0.45476 5.23597
H -2.58604 3.90945 0.39119
H 1.23112 0.53630 3.39935
H -1.26243 5.20290 -1.17638
H 5.74123 0.73246 -0.39086
H -0.11012 5.67377 0.06995
H 1.23137 4.06105 3.12840
H 4.52421 -4.06752 -3.54366
H -2.41153 5.51639 1.03397
H 1.13600 5.34280 1.91330

Its HOMO energy (alpha / beta) is -0.3709 / -0.3703 Ha. The lowest unoccupied orbital energy (alpha / beta) comes out at -5.0 / -4.3 eV. Its spin multiplicity is 2. The frontier orbital gap (alpha / beta) comes out at 5.141 / 5.760 eV. Its total charge is +1.

Atom charges from the Löwdin analysis, given in e for atoms 1 to 8:
1 Br 0.9657
2 V 1.1754
3 F 0.1179
4 O 0.1423
5 O -0.2095
6 O 0.0405
7 O 0.0805
8 O 0.0623

Electronic energy / eV: -143812.4661; -172933.7438